This record from OMol25 describes a structure of composition C26H41N4O4S2SiTl at a distorted geometry. The level of theory is ωB97M-V/def2-TZVPD.

```
79
Properties=species:S:1:pos:R:3
Tl -0.99987 -0.28463 0.51500
O -2.62941 -4.42300 1.32091
C -2.60245 -3.18347 1.49256
O -2.17103 -2.40281 0.59129
C -3.27919 -2.69965 2.75865
C -4.57547 -3.18405 3.02273
C -5.34990 -2.64970 4.02410
C -4.87270 -1.68610 4.85893
C -3.58717 -1.19972 4.64598
C -2.74901 -1.66542 3.63916
S -1.22789 -0.95005 3.39423
H -4.93313 -4.04834 2.41493
H -6.34949 -3.06125 4.15801
H -5.51745 -1.24301 5.62250
H -3.15234 -0.42054 5.30445
O 0.84409 -3.38140 -3.44350
C 0.66242 -3.00361 -2.15021
O 0.17536 -1.96527 -1.80052
C 1.15456 -4.00981 -1.13911
N 2.43304 -4.66145 -1.54491
C 2.47494 -5.98689 -0.94007
C 1.10392 -6.14455 -0.17363
C 0.16869 -5.15698 -0.85555
H 1.18839 -3.46823 -0.18603
H 3.31961 -4.12092 -1.30874
H 1.40009 -4.22662 -3.37102
H 3.30273 -6.09222 -0.26285
H 2.60681 -6.75127 -1.73606
H 1.33686 -5.80961 0.87145
H 0.73940 -7.14184 -0.14344
H -0.63902 -4.73918 -0.23188
H -0.20077 -5.61022 -1.78305
C 3.61741 1.90212 -4.09465
C 4.25639 2.13726 -2.86520
C 3.97432 1.30101 -1.82685
N 3.05940 0.34893 -1.91345
C 2.41144 0.15381 -3.06877
C 2.66606 0.91145 -4.17209
H 3.79274 2.53636 -4.94024
H 4.99605 2.95061 -2.72654
H 4.38678 1.47853 -0.85668
H 1.68141 -0.61837 -3.03781
H 2.13020 0.77150 -5.11569
C -2.32284 -0.09660 -2.93686
Si -3.23211 1.14039 -1.84579
C -4.92855 0.73072 -2.55714
C -2.63463 2.86368 -2.17867
C -3.22912 0.84995 -0.05129
H -1.25127 0.03445 -3.09240
H -2.81882 -0.12976 -3.94292
H -2.48497 -1.11149 -2.52651
H -5.05239 0.88444 -3.62216
H -5.75288 1.20832 -2.01551
H -5.04727 -0.37477 -2.34325
H -2.31349 2.90020 -3.21511
H -1.82349 3.12973 -1.49967
H -3.44294 3.60993 -2.07335
H -3.96107 0.06523 0.25925
H -3.22720 1.74116 0.55675
C 2.90207 5.91089 1.52851
N 2.31812 4.70093 0.98544
C 2.07021 4.79911 -0.42707
C 1.78581 3.73420 1.73105
S 0.57637 2.65279 1.17348
N 2.27461 3.61929 3.00275
C 3.75451 3.48623 3.13046
C 1.46321 3.04696 4.04152
H 2.32995 6.78769 1.21909
H 3.88745 5.96644 1.10776
H 2.96522 5.83130 2.62985
H 2.90131 5.33697 -0.87717
H 1.10238 5.23428 -0.69252
H 2.07246 3.77683 -0.84710
H 4.07223 2.61948 3.75364
H 4.16093 4.41907 3.62336
H 4.19742 3.41009 2.12777
H 0.44387 3.36756 3.84256
H 1.79682 3.38874 5.02582
H 1.40127 1.96419 4.05910
```

relative energy (zero: lowest compared OMol25 entry of this formula, charge and spin): 2.4 kcal per mole
charge: -2
multiplicity: 1
orbital gap: 3.31 eV

Atomic partial charges in e from the Löwdin method, atoms 1 to 6:
1. Tl 0.54
2. O -0.06
3. C -0.67
4. O -0.22
5. C -0.14
6. C -0.07